ORCA calculation (the ωB97M-V functional and the def2-TZVPD basis) on a structure of composition C38H43ClCoN5O5.

As for the spin multiplicity: 5. As for the energy above the lowest of the compared OMol25 structures with the same formula, charge and spin: 1.1 kJ/mol. The orbital gap (spin up / spin down) comes out at 6.82 / 7.20 eV. The calculation puts the molar mass at 744.18 g mol⁻¹. Its HOMO energy (spin up / spin down) is -12.0 / -13.3 eV. As for the total charge: +2. The calculation puts the total energy at -107930.066 eV.

CARTESIAN COORDINATES (ANGSTROEM)
Co 0.12910 -1.73823 0.53998
O 0.16136 -1.96194 2.83713
C 1.27022 -1.84319 3.67351
C 3.05503 -1.74521 1.68851
O 4.04251 -1.86013 2.25236
O 2.19639 -1.60227 0.88762
C 1.79334 -3.05213 4.24171
C 2.86742 -3.01821 5.15234
C 3.37764 -4.18228 5.69069
C 2.83861 -5.41711 5.34838
C 1.77037 -5.47498 4.46197
C 1.25597 -4.31518 3.91381
C 1.39310 -0.48324 4.20158
C 0.22158 0.23813 4.47179
C 0.28493 1.51338 5.00615
C 1.51495 2.10504 5.26546
C 2.68220 1.40700 4.98857
C 2.62609 0.12503 4.46402
H -0.16598 -2.87344 2.84664
H 3.29749 -2.07526 5.45414
H 4.20070 -4.12598 6.38993
H 3.24061 -6.32526 5.77555
H 1.33234 -6.42911 4.20236
H 0.40972 -4.43640 3.24239
H -0.74167 -0.22425 4.29885
H -0.63058 2.04124 5.24067
H 1.56375 3.09974 5.68745
H 3.64486 1.86097 5.18216
H 3.55307 -0.38316 4.23101
C -3.08291 -4.35258 1.87299
C -2.47563 -3.23365 1.08783
O -1.22971 -3.16775 0.94772
N -3.29053 -2.32202 0.56730
C -2.85718 -1.20382 -0.26831
C -2.30798 -0.01760 0.48812
C -3.10855 1.06328 0.80089
C -2.55632 2.15429 1.46052
C -1.21467 2.12645 1.78990
C -0.47364 1.01026 1.45123
N -1.00153 -0.04185 0.81450
H -2.38156 -5.18046 1.92143
H -4.01958 -4.69151 1.43364
H -3.29050 -4.00451 2.88715
H -4.27983 -2.44310 0.72123
H -3.71643 -0.88998 -0.85691
H -2.11205 -1.56902 -0.97492
H -4.15086 1.06109 0.51121
H -3.16366 3.01619 1.70399
H -0.74130 2.95459 2.29636
H 0.57881 0.95067 1.70094
C -1.47608 2.37450 -5.23985
C -0.98073 1.02443 -4.70358
C -1.57293 0.87350 -3.29155
C -1.56369 -0.05442 -5.62626
C 0.58907 0.95941 -4.71349
O 1.09616 1.33847 -5.98514
C 1.29880 1.77155 -3.60974
C 1.28341 3.31632 -3.68610
C 0.65809 3.95216 -2.46788
C 1.19868 3.69302 -1.20822
C 0.66353 4.25656 -0.06330
C -0.44429 5.08412 -0.17272
Cl -1.13672 5.77640 1.26395
C -0.99126 5.37562 -1.40875
C -0.42874 4.81388 -2.54883
C 1.14939 -0.48815 -4.67032
N 0.78390 -1.27364 -3.48721
C 1.12274 -1.08328 -2.22192
N 0.45616 -1.94179 -1.45112
C -0.26338 -2.68057 -2.34836
N -0.08713 -2.30103 -3.58240
H -2.56703 2.37439 -5.23081
H -1.17820 2.54231 -6.27622
H -1.15602 3.21420 -4.62818
H -2.66146 0.83119 -3.37574
H -1.32573 1.72780 -2.65538
H -1.25601 -0.03971 -2.78472
H -2.63186 0.12269 -5.75848
H -1.44812 -1.06220 -5.23013
H -1.09920 -0.01262 -6.61227
H 0.85355 2.25054 -6.17815
H 2.34188 1.44535 -3.62873
H 0.89361 1.48564 -2.63734
H 0.79250 3.68159 -4.58705
H 2.31351 3.66813 -3.76393
H 2.08176 3.06808 -1.12236
H 1.11633 4.08589 0.90481
H -1.83677 6.04566 -1.48201
H -0.84626 5.06997 -3.51488
H 2.23533 -0.43737 -4.72175
H 0.79612 -1.05277 -5.52660
H 1.81779 -0.33303 -1.88736
H -0.90020 -3.50539 -2.07349